[1]
This record from the OMol25 dataset describes a cluster of 8 separate species, C60H92IN11O5 in total at a distorted geometry. The level of theory is ωB97M-V/def2-TZVPD.

Last column: Löwdin charge in e.
Geometry (Å):
C: -1.438 2.463 2.316  -0.15
O: -1.665 1.196 2.971  -0.26
C: -0.689 0.216 2.470  -0.21
C: -1.243 -1.236 2.868  -0.17
C: -0.167 -2.204 3.564  -0.21
C: 1.279 -2.213 2.831  -0.21
C: 1.899 -3.697 3.037  -0.21
C: 3.532 -3.668 2.956  -0.20
C: 3.909 -3.668 1.383  -0.23
C: 4.095 -5.144 0.769  -0.21
C: 5.033 -5.217 -0.537  -0.22
C: 4.283 -4.855 -1.915  -0.18
C: 4.152 -3.234 -2.062  -0.19
C: 3.528 -2.824 -3.488  -0.10
C: 4.360 -2.140 -4.647  -0.43
I: 6.485 -1.689 -4.296  0.93
C: 3.772 -1.732 -6.020  -0.18
N: 4.494 -1.110 -7.142  0.02
C: 4.947 0.262 -6.874  -0.38
C: 4.571 1.140 -5.581  -0.04
O: 5.659 0.855 -7.743  0.02
C: 5.530 -1.980 -7.730  -0.39
C: 4.988 -3.207 -8.645  0.00
O: 6.769 -1.853 -7.634  0.01
C: 2.246 -2.052 -6.277  -0.01
C: 1.639 -1.672 -7.735  -0.07
C: 1.172 -0.107 -7.701  -0.60
N: 2.059 0.652 -8.645  0.07
N: -0.253 -0.084 -8.161  0.04
N: 1.285 0.345 -6.282  0.09
C: 1.340 -2.712 -5.177  0.02
C: 2.005 -3.075 -3.788  0.02
C: 1.005 -3.714 -2.712  -0.22
O: 1.206 -3.661 -1.455  0.01
C: -0.374 -4.436 -3.130  -0.04
C: -1.126 -5.438 -2.222  0.01
C: -2.494 -6.097 -2.634  -0.04
C: -3.133 -5.736 -4.010  -0.05
C: -2.359 -4.723 -4.932  0.00
C: -1.015 -4.088 -4.498  -0.05
C: -0.217 -3.012 -5.396  -0.23
O: -0.933 -2.404 -6.251  0.01
H: -0.352 2.827 2.482  0.10
H: -2.112 3.284 2.772  0.08
H: -1.693 2.448 1.192  0.10
H: 0.330 0.468 2.945  0.12
H: -0.681 0.326 1.323  0.13
H: -2.101 -1.062 3.625  0.11
H: -1.752 -1.728 1.956  0.12
H: -0.052 -1.941 4.672  0.11
H: -0.562 -3.286 3.493  0.11
H: 1.170 -1.989 1.710  0.11
H: 1.965 -1.403 3.260  0.07
H: 1.533 -4.160 4.031  0.11
H: 1.531 -4.339 2.165  0.10
H: 3.974 -4.574 3.497  0.10
H: 3.843 -2.687 3.446  0.05
H: 4.811 -2.981 1.215  0.09
H: 3.020 -3.181 0.840  0.08
H: 4.620 -5.765 1.590  0.10
H: 3.089 -5.672 0.582  0.11
H: 5.438 -6.298 -0.600  0.11
H: 5.972 -4.559 -0.378  0.08
H: 5.009 -5.158 -2.765  0.12
H: 3.269 -5.358 -2.049  0.10
H: 5.201 -2.826 -1.878  0.06
H: 3.489 -2.781 -1.230  0.10
H: 4.545 0.553 -4.607  0.03
H: 3.591 1.722 -5.767  0.07
H: 5.395 1.940 -5.451  0.10
H: 4.188 -3.807 -8.096  0.08
H: 5.893 -3.811 -8.979  0.09
H: 4.542 -2.712 -9.586  0.09
H: 0.798 -2.376 -8.053  0.11
H: 2.489 -1.817 -8.505  0.09
H: 1.827 0.411 -9.620  0.08
H: 1.768 1.643 -8.528  0.08
H: -0.265 -0.175 -9.187  0.08
H: -0.611 0.852 -7.883  0.08
H: 1.515 1.353 -6.338  0.07
H: 0.332 0.312 -5.878  0.09
H: -0.742 -5.726 -1.187  0.10
H: -3.068 -6.819 -1.960  0.09
H: -4.135 -6.162 -4.356  0.09
H: -2.783 -4.437 -5.950  0.10
C: -2.239 6.551 6.632  -0.12
C: -2.783 5.331 5.898  -0.28
C: -1.804 4.155 5.889  -0.18
C: -0.533 4.550 5.196  -0.21
N: 0.473 4.869 4.642  0.13
H: -1.339 6.945 6.149  0.07
H: -2.982 7.354 6.637  0.07
H: -1.993 6.306 7.672  0.01
H: -3.027 5.614 4.873  0.06
H: -3.715 5.015 6.375  0.11
H: -2.246 3.304 5.364  0.10
H: -1.572 3.841 6.910  0.10
C: 1.879 1.545 5.827  -0.11
C: 3.179 1.350 6.599  -0.27
C: 4.411 1.413 5.696  -0.18
C: 4.328 0.329 4.663  -0.17
N: 4.257 -0.529 3.855  0.16
H: 1.728 0.751 5.091  0.05
H: 1.026 1.521 6.510  0.08
H: 1.868 2.506 5.304  0.06
H: 3.144 0.386 7.116  0.11
H: 3.259 2.123 7.369  0.11
H: 5.321 1.280 6.286  0.11
H: 4.472 2.383 5.194  0.12
C: -7.260 -5.741 -7.006  -0.11
C: -8.130 -4.596 -6.500  -0.27
C: -7.859 -4.244 -5.035  -0.19
C: -8.146 -5.433 -4.162  -0.21
N: -8.371 -6.368 -3.477  0.13
H: -7.454 -6.667 -6.460  0.07
H: -7.467 -5.938 -8.061  0.07
H: -6.197 -5.499 -6.907  0.07
H: -9.183 -4.868 -6.627  0.11
H: -7.950 -3.712 -7.118  0.11
H: -8.496 -3.412 -4.724  0.11
H: -6.817 -3.943 -4.899  0.11
C: -7.434 3.204 2.126  -0.14
C: -6.045 2.572 2.148  -0.27
C: -5.301 2.816 3.462  -0.17
C: -5.116 4.292 3.678  -0.19
N: -4.968 5.453 3.848  0.15
H: -7.383 4.292 2.216  0.05
H: -7.938 2.980 1.183  0.06
H: -8.052 2.819 2.942  0.08
H: -5.461 2.970 1.311  0.11
H: -6.143 1.494 1.988  0.11
H: -4.319 2.334 3.433  0.09
H: -5.860 2.398 4.304  0.12
C: -1.210 8.633 10.957  -0.11
C: 0.170 8.008 11.136  -0.27
C: 0.697 7.354 9.857  -0.17
C: -0.230 6.255 9.424  -0.17
N: -0.960 5.391 9.084  0.15
H: -1.962 7.883 10.700  0.07
H: -1.533 9.112 11.884  0.07
H: -1.197 9.392 10.169  0.08
H: 0.121 7.265 11.939  0.11
H: 0.873 8.782 11.456  0.11
H: 1.691 6.933 10.031  0.12
H: 0.778 8.091 9.053  0.12
C: 9.360 -2.786 -0.848  -0.11
C: 9.676 -2.040 0.440  -0.27
C: 9.574 -2.938 1.670  -0.18
C: 8.173 -3.471 1.779  -0.17
N: 7.070 -3.887 1.865  0.18
H: 8.332 -3.159 -0.854  0.06
H: 9.469 -2.121 -1.708  0.07
H: 10.036 -3.635 -0.988  0.08
H: 8.990 -1.193 0.539  0.11
H: 10.687 -1.627 0.377  0.11
H: 9.817 -2.372 2.573  0.11
H: 10.273 -3.776 1.597  0.12
C: -8.660 5.367 -2.177  -0.11
C: -9.563 6.504 -1.714  -0.27
C: -9.367 6.857 -0.238  -0.18
C: -9.686 5.666 0.619  -0.19
N: -9.938 4.728 1.293  0.15
H: -8.873 4.439 -1.641  0.07
H: -8.813 5.169 -3.241  0.07
H: -7.605 5.617 -2.026  0.08
H: -10.606 6.224 -1.892  0.11
H: -9.360 7.390 -2.322  0.11
H: -10.025 7.684 0.042  0.11
H: -8.335 7.167 -0.050  0.12

## Properties
**Gap between HOMO and LUMO**: 7.3134 eV
**SMILES**: COCCCCCCCCCCCc1c(I)c(N(C(C)=O)C(C)=O)c(CC(N)(N)N)c2c1C(=O)c1ccccc1C2=O.CCCC#N.CCCC#N.CCCC#N.CCCC#N.CCCC#N.CCCC#N.CCCC#N
**HOMO level**: -8.606 eV
**Total charge**: 0
**E_LUMO**: -1.29 eV

***

[2]
This record from the OMol25 dataset describes a cluster of 16 separate species, C61H100F3N13O9 in total at a distorted geometry. The level of theory is ωB97M-V/def2-TZVPD.

Last column: Löwdin charge in e.
Geometry (Å):
C: 0.409 5.041 0.156  -0.10
C: -0.775 5.593 0.962  -0.22
C: -0.439 5.755 2.485  -0.20
C: 0.720 6.572 2.845  -0.25
N: 1.663 7.222 3.081  0.13
H: 1.185 5.804 0.224  0.08
H: 0.172 4.922 -0.901  0.04
H: 0.802 4.095 0.528  0.06
H: -1.549 4.829 1.034  0.08
H: -1.130 6.489 0.454  0.11
H: -0.299 4.800 2.993  0.08
H: -1.230 6.262 3.037  0.11
C: 2.348 3.519 -3.056  -0.12
C: 3.201 4.711 -3.515  -0.20
C: 4.290 4.262 -4.586  -0.17
C: 5.214 3.173 -4.227  -0.22
N: 5.855 2.275 -3.907  0.17
H: 2.864 2.673 -2.602  0.06
H: 1.790 3.032 -3.855  0.04
H: 1.546 3.870 -2.406  0.04
H: 3.815 5.025 -2.671  0.10
H: 2.682 5.556 -3.969  0.10
H: 4.976 5.085 -4.786  0.11
H: 3.888 4.020 -5.570  0.11
C: -2.897 -6.164 -1.989  -0.11
C: -2.622 -5.713 -3.401  -0.22
C: -1.104 -5.458 -3.711  -0.16
C: -0.548 -4.403 -2.907  -0.29
N: -0.137 -3.576 -2.256  0.18
H: -2.732 -7.224 -1.795  0.08
H: -3.951 -5.959 -1.796  0.07
H: -2.306 -5.564 -1.297  0.06
H: -3.070 -4.735 -3.579  0.09
H: -3.059 -6.457 -4.067  0.11
H: -0.857 -4.965 -4.650  0.12
H: -0.388 -6.267 -3.566  0.12
C: -1.161 0.402 -7.513  -0.11
C: -1.057 -0.899 -6.749  -0.25
C: -1.225 -0.778 -5.220  -0.17
C: -0.133 -0.064 -4.602  -0.18
N: 0.721 0.547 -4.048  0.19
H: -1.675 1.182 -6.952  0.07
H: -1.571 0.270 -8.514  0.08
H: -0.167 0.824 -7.667  0.07
H: -0.107 -1.375 -6.992  0.09
H: -1.666 -1.582 -7.342  0.11
H: -1.256 -1.764 -4.755  0.11
H: -2.158 -0.254 -5.016  0.10
C: -2.191 -3.435 1.508  -0.10
C: -1.711 -3.973 2.893  -0.21
C: -0.738 -2.989 3.627  -0.16
C: 0.423 -2.769 2.774  -0.24
N: 1.313 -2.644 2.063  0.18
H: -2.800 -4.150 0.956  0.07
H: -1.324 -3.258 0.871  0.06
H: -2.698 -2.518 1.808  0.06
H: -1.332 -4.972 2.680  0.10
H: -2.620 -3.972 3.495  0.09
H: -0.373 -3.272 4.614  0.12
H: -1.204 -2.013 3.770  0.11
C: 6.628 -2.121 -1.418  -0.12
C: 6.913 -3.271 -0.537  -0.25
C: 8.444 -3.632 -0.468  -0.16
C: 9.042 -3.781 -1.812  -0.26
N: 9.469 -3.942 -2.824  0.15
H: 5.720 -1.605 -1.108  0.06
H: 6.285 -2.396 -2.415  0.07
H: 7.452 -1.407 -1.440  0.09
H: 6.347 -4.155 -0.832  0.09
H: 6.499 -3.114 0.459  0.10
H: 8.703 -4.592 -0.021  0.11
H: 8.979 -2.870 0.099  0.11
C: 1.443 -6.488 1.126  -0.09
C: 2.102 -5.854 -0.133  -0.25
C: 3.427 -6.543 -0.572  -0.18
C: 3.990 -6.132 -1.912  -0.22
N: 4.417 -5.708 -2.877  0.14
H: 1.491 -7.576 1.090  0.07
H: 0.403 -6.162 1.146  0.05
H: 2.014 -6.065 1.952  0.07
H: 2.283 -4.791 0.031  0.09
H: 1.336 -5.909 -0.907  0.08
H: 3.314 -7.626 -0.614  0.10
H: 4.168 -6.436 0.220  0.11
C: 3.305 -1.859 -3.094  -0.10
C: 4.227 -0.957 -3.951  -0.28
C: 3.668 -0.482 -5.243  -0.20
C: 3.120 -1.561 -6.199  -0.17
N: 2.596 -2.385 -6.877  0.11
H: 2.535 -1.235 -2.639  0.04
H: 3.780 -2.249 -2.195  0.05
H: 2.837 -2.557 -3.789  0.06
H: 5.038 -1.627 -4.234  0.10
H: 4.644 -0.212 -3.273  0.09
H: 4.484 -0.012 -5.791  0.10
H: 2.964 0.339 -5.104  0.07
C: -5.295 -1.779 -3.179  -0.08
C: -6.013 -2.116 -1.833  -0.26
C: -5.088 -2.518 -0.743  -0.19
C: -3.972 -1.574 -0.503  -0.19
N: -3.036 -0.875 -0.421  0.19
H: -5.922 -1.354 -3.963  0.08
H: -4.866 -2.750 -3.429  0.06
H: -4.438 -1.112 -3.096  0.04
H: -6.535 -3.040 -2.083  0.11
H: -6.772 -1.386 -1.554  0.08
H: -4.721 -3.524 -0.949  0.11
H: -5.619 -2.601 0.205  0.12
C: 5.616 3.397 2.149  -0.08
C: 5.085 2.739 0.829  -0.23
C: 5.926 3.179 -0.397  -0.21
C: 7.260 2.600 -0.653  -0.23
N: 8.350 2.228 -0.805  0.12
H: 4.796 3.595 2.838  0.06
H: 5.990 4.395 1.920  0.07
H: 6.404 2.794 2.600  0.07
H: 4.147 3.176 0.487  0.08
H: 4.903 1.665 0.867  0.10
H: 6.026 4.263 -0.448  0.12
H: 5.428 2.892 -1.323  0.07
C: -3.153 1.859 -2.901  -0.11
C: -2.006 2.698 -3.428  -0.25
C: -2.416 4.182 -3.585  -0.18
C: -1.283 5.120 -3.806  -0.22
N: -0.387 5.786 -3.986  0.16
H: -4.162 1.976 -3.298  0.08
H: -3.281 1.928 -1.820  0.06
H: -2.902 0.810 -3.061  0.04
H: -1.742 2.387 -4.439  0.09
H: -1.245 2.717 -2.648  0.10
H: -2.864 4.338 -2.604  0.11
H: -3.160 4.275 -4.376  0.12
C: -3.933 3.177 3.114  -0.10
C: -4.728 2.018 2.544  -0.21
C: -4.794 1.977 0.903  -0.13
C: -5.952 1.118 0.457  -0.21
N: -6.835 0.456 0.158  0.15
H: -4.331 4.096 2.684  0.07
H: -2.869 3.172 2.877  0.06
H: -4.012 3.303 4.193  0.05
H: -5.738 1.920 2.942  0.10
H: -4.171 1.116 2.798  0.09
H: -3.820 1.642 0.547  0.08
H: -5.018 2.980 0.541  0.10
C: 1.686 -0.466 5.259  -0.11
C: 0.801 0.533 5.969  -0.23
C: 1.311 2.001 6.221  -0.16
C: 1.555 2.835 5.056  -0.20
N: 1.699 3.505 4.123  0.17
H: 1.302 -1.483 5.339  0.06
H: 2.592 -0.444 5.865  0.07
H: 1.982 -0.338 4.218  0.06
H: 0.555 0.218 6.984  0.11
H: -0.026 0.529 5.259  0.08
H: 2.081 2.137 6.980  0.12
H: 0.387 2.374 6.663  0.10
C: -5.240 4.752 7.222  -0.05
C: -5.861 3.367 7.240  -0.35
O: -4.864 2.649 6.596  0.11
C: -3.686 3.242 6.785  -0.50
O: -2.549 2.736 6.620  0.11
O: -3.858 4.437 7.429  0.08
F: -6.892 3.247 6.423  0.11
H: -5.482 5.213 8.179  0.14
H: -5.571 5.391 6.403  0.15
H: -6.109 3.024 8.244  0.18
C: 0.180 0.371 0.118  -0.03
C: 1.427 0.528 0.943  -0.30
O: 0.877 0.660 2.196  0.12
C: -0.372 1.112 2.114  -0.58
O: -1.180 1.287 3.048  0.09
O: -0.768 1.087 0.909  0.08
F: 2.075 1.702 0.639  0.05
H: -0.148 -0.663 0.009  0.13
H: 0.145 0.908 -0.830  0.14
H: 2.151 -0.251 0.704  0.17
C: -5.483 -0.673 5.962  -0.07
C: -3.950 -0.809 5.842  -0.26
O: -3.975 -1.894 4.907  0.11
C: -5.134 -1.987 4.233  -0.55
O: -5.323 -2.813 3.407  0.18
O: -6.015 -1.021 4.675  0.06
F: -3.530 -1.240 7.053  0.08
H: -5.881 0.335 6.075  0.12
H: -5.894 -1.275 6.771  0.14
H: -3.552 0.164 5.554  0.17

## Properties
**Gap between HOMO and LUMO**: 10.6533 eV
**HOMO level**: -10.604 eV
**Total charge**: 0
**E_LUMO**: 0.05 eV

***

- Among the records above, which one has the highest E_LUMO?
  C61H100F3N13O9

***

- Which formula does entry 1 have?
  C60H92IN11O5

***

- Among the records above, which one has the highest HOMO level?
  C60H92IN11O5